1.
C3H2NO3P in the gas phase, computed with ωB97M-V with the def2-TZVPD basis set.

Results
Gap between HOMO and LUMO = 7.95 eV
Energy relative to the best compared isomer or geometry (same formula, charge and spin) = 0.00 kcal per mole
HOMO level = -0.319 Eh

Structure (ORCA input):
```
! wB97M-V def2-TZVPD RIJCOSX def2/J DEFGRID3
* xyz 0 1
C -0.5824 0.6973 -0.7270
C -0.6334 -0.5878 -0.2674
C -1.6964 1.5278 -0.2628
N -3.6125 -0.3257 -0.4103
O -4.5859 0.3200 -0.8098
O -2.1091 2.6542 -0.1613
O -1.5341 -1.0723 0.6101
P -2.7931 0.0509 1.0039
H 0.1963 1.1145 -1.4034
H 0.0227 -1.4186 -0.4126
*
```

Population analysis type Mulliken, resulting atomic charges in e: atom 1 (C): -0.383, atom 2 (C): 0.032, atom 3 (C): 0.383, atom 4 (N): 0.121, atom 5 (O): -0.382, atom 6 (O): -0.429, atom 7 (O): -0.290, atom 8 (P): 0.182, atom 9 (H): 0.343, atom 10 (H): 0.425

=====

2.
A molecular structure, C40H41IrN9O6, computed with ωB97M-V with the def2-TZVPD basis set.

Results
Gap between HOMO and LUMO = 6.71 eV
Energy relative to the best compared isomer or geometry (same formula, charge and spin) = 0.00 kcal per mole
HOMO level = -0.175 Eh

Structure (ORCA input):
```
! wB97M-V def2-TZVPD RIJCOSX def2/J DEFGRID3
* xyz -1 1
Ir 0.2000 0.1504 1.1969
O 3.6515 0.4992 3.3944
C 2.4342 0.6514 3.3222
O 1.8302 0.9648 2.2302
C 1.6493 0.6171 4.6427
C 1.0451 2.0089 4.9079
C 0.6330 2.1314 6.3877
C -0.7021 1.3413 6.3967
C -0.7254 0.8151 4.9546
O -0.2086 1.9355 4.2356
C 0.3694 -0.2633 4.8134
C 0.0856 -1.3521 3.7825
O 0.4728 -2.4940 4.0128
O -0.6134 -1.0384 2.7333
H 2.3857 0.3544 5.3991
H 1.6294 2.8354 4.5102
H 1.3863 1.7065 7.0522
H 0.4831 3.1742 6.6658
H -0.7316 0.5451 7.1407
H -1.5502 2.0052 6.5635
H -1.6964 0.5379 4.5516
H 0.4742 -0.8112 5.7509
C 1.8841 -5.0232 1.1080
N 1.9280 -3.5842 1.1580
C 0.9057 -2.7471 1.2447
N 1.3703 -1.5134 1.1948
C 2.7221 -1.6514 1.0991
N 3.0983 -2.9050 1.0583
C 1.4888 -5.5849 -0.2440
C 1.6919 -6.9410 -0.4743
C 1.3100 -7.5209 -1.6747
C 0.7129 -6.7529 -2.6592
C 0.5058 -5.3951 -2.4353
C 0.8972 -4.8106 -1.2339
C -0.1287 -4.6048 -3.4916
N -0.3996 -4.9836 -4.6919
N -0.9941 -3.9011 -5.3203
C -1.0349 -2.9482 -4.4515
O -0.5038 -3.3230 -3.2593
C -1.5499 -1.5919 -4.6442
C -1.7672 -1.1659 -5.9508
C -2.2445 0.1138 -6.1750
C -2.4966 0.9542 -5.1031
C -2.2892 0.5378 -3.7899
C -2.5904 1.5401 -2.6825
N -2.2873 1.1813 -1.3248
C -0.9393 0.7733 -0.9918
N -1.0939 -0.4730 -0.2511
C -2.4537 -0.5747 -0.0897
N -3.1958 0.2473 -0.7383
C -1.8149 -0.7493 -3.5634
H 1.1801 -5.3616 1.8707
H 2.8755 -5.3719 1.3908
H -0.1255 -3.0200 1.3737
H 3.3963 -0.8124 1.1103
H 2.1572 -7.5476 0.2946
H 1.4767 -8.5771 -1.8415
H 0.4021 -7.1849 -3.6004
H 0.7320 -3.7505 -1.0865
H -1.5527 -1.8388 -6.7695
H -2.4100 0.4589 -7.1877
H -2.8586 1.9614 -5.2822
H -3.6540 1.7880 -2.7170
H -2.0476 2.4640 -2.9125
H -0.3183 0.6888 -1.8911
H -2.8829 -1.3501 0.5304
H -1.6411 -1.1030 -2.5539
C 2.5530 0.8898 -1.1856
C 2.2122 2.2337 -1.8198
C 1.7185 2.0694 -3.2649
C 1.3237 3.2097 -1.0473
C 1.6865 4.5429 -1.2149
C 0.9586 5.5767 -0.6584
C -0.1751 5.2720 0.0628
C -0.5999 3.9586 0.2662
C -1.9369 3.8789 1.0158
C -2.3238 2.6234 1.7914
C -3.0772 4.2635 0.0650
C 0.1793 2.9106 -0.2690
N -0.1932 1.5674 0.0108
H 3.4317 0.4785 -1.6915
H 1.7480 0.1617 -1.2821
H 2.7774 1.0086 -0.1256
H 3.1659 2.7647 -1.9008
H 0.7451 1.5802 -3.3159
H 2.4238 1.4606 -3.8364
H 1.6247 3.0402 -3.7558
H 2.5770 4.7673 -1.7921
H 1.2756 6.6049 -0.7832
H -0.7647 6.0730 0.4965
H -1.8574 4.6791 1.7613
H -2.6373 1.8192 1.1345
H -3.1839 2.8804 2.4197
H -1.5139 2.2769 2.4286
H -3.2280 3.4652 -0.6601
H -2.8660 5.1916 -0.4709
H -4.0062 4.3907 0.6267
*
```

Population analysis type Mulliken, resulting atomic charges in e: atom 1 (Ir): 2.117, atom 2 (O): -0.810, atom 3 (C): -0.300, atom 4 (O): -0.878, atom 5 (C): -0.096, atom 6 (C): -0.094, atom 7 (C): -0.985, atom 8 (C): -1.099, atom 9 (C): -0.029, atom 10 (O): -0.526, atom 11 (C): 0.248, atom 12 (C): -0.354, atom 13 (O): -0.777, atom 14 (O): -0.913, atom 15 (H): 0.454, atom 16 (H): 0.684, atom 17 (H): 0.368, atom 18 (H): 0.342, atom 19 (H): 0.450, atom 20 (H): 0.319, atom 21 (H): 0.693, atom 22 (H): 0.837, atom 23 (C): -1.396, atom 24 (N): 0.985, atom 25 (C): -0.319, atom 26 (N): 0.054, atom 27 (C): -0.688, atom 28 (N): -1.200, atom 29 (C): 1.065, atom 30 (C): -0.838, atom 31 (C): -0.596, atom 32 (C): -0.987, atom 33 (C): -0.391, atom 34 (C): -0.009, atom 35 (C): 0.582, atom 36 (N): -0.518, atom 37 (N): -0.596, atom 38 (C): 0.515, atom 39 (O): -0.156, atom 40 (C): -0.067, atom 41 (C): -0.969, atom 42 (C): -0.740, atom 43 (C): -0.824, atom 44 (C): 0.701, atom 45 (C): -1.585, atom 46 (N): 1.561, atom 47 (C): -1.099, atom 48 (N): 0.180, atom 49 (C): -0.740, atom 50 (N): -0.963, atom 51 (C): 0.219, atom 52 (H): 0.401, atom 53 (H): 0.487, atom 54 (H): 0.611, atom 55 (H): 0.555, atom 56 (H): 0.446, atom 57 (H): 0.387, atom 58 (H): 0.506, atom 59 (H): 0.912, atom 60 (H): 0.496, atom 61 (H): 0.392, atom 62 (H): 0.464, atom 63 (H): 0.662, atom 64 (H): 0.396, atom 65 (H): -0.266, atom 66 (H): 0.533, atom 67 (H): 0.827, atom 68 (C): -1.268, atom 69 (C): 0.708, atom 70 (C): -1.462, atom 71 (C): 0.499, atom 72 (C): -1.078, atom 73 (C): -1.191, atom 74 (C): -0.991, atom 75 (C): 0.467, atom 76 (C): 0.783, atom 77 (C): -1.148, atom 78 (C): -1.446, atom 79 (C): -0.180, atom 80 (N): 1.113, atom 81 (H): 0.481, atom 82 (H): -0.086, atom 83 (H): 0.099, atom 84 (H): 0.690, atom 85 (H): 0.217, atom 86 (H): 0.403, atom 87 (H): 0.379, atom 88 (H): 0.400, atom 89 (H): 0.387, atom 90 (H): 0.450, atom 91 (H): 0.642, atom 92 (H): 0.293, atom 93 (H): 0.590, atom 94 (H): -0.365, atom 95 (H): 0.173, atom 96 (H): 0.397, atom 97 (H): 0.409

=====

3.
C6H16N2 in the gas phase, computed with ωB97M-V with the def2-TZVPD basis set.

Results
Gap between HOMO and LUMO = 9.32 eV
Energy relative to the best compared isomer or geometry (same formula, charge and spin) = 27.62 kcal per mole
HOMO level = -0.309 Eh

Structure (ORCA input):
```
! wB97M-V def2-TZVPD RIJCOSX def2/J DEFGRID3
* xyz 0 1
C -0.3317 -0.3458 -0.5895
C 0.3361 0.3553 0.5869
C -1.1441 0.5327 -1.5399
C 1.1885 -0.5111 1.5153
C -1.0547 0.8724 1.5448
C 1.0652 -0.9227 -1.4825
N -1.1089 -1.5166 -0.2553
N 1.0901 1.5450 0.2572
H -1.4306 -1.9922 -1.0938
H -0.5834 -2.1872 0.2963
H 1.2999 2.0859 1.0921
H 0.5860 2.1530 -0.3775
H -0.9980 1.6140 -1.4900
H -0.9510 0.3086 -2.5939
H 1.3416 -0.0088 2.4770
H 0.7295 -1.4774 1.7350
H -0.6726 1.5179 2.3426
H -1.5225 0.0024 2.0130
H -1.8033 1.4495 0.9984
H 1.7859 -0.1367 -1.7164
H 1.5476 -1.7564 -0.9668
H 0.6771 -1.3001 -2.4332
H -2.2248 0.4198 -1.4089
H 2.1781 -0.7015 1.0892
*
```

Population analysis type Mulliken, resulting atomic charges in e: atom 1 (C): 1.196, atom 2 (C): 0.886, atom 3 (C): -1.701, atom 4 (C): -1.833, atom 5 (C): -1.359, atom 6 (C): -1.534, atom 7 (N): -0.679, atom 8 (N): -0.594, atom 9 (H): 0.292, atom 10 (H): 0.229, atom 11 (H): 0.326, atom 12 (H): 0.236, atom 13 (H): 0.295, atom 14 (H): 0.387, atom 15 (H): 0.457, atom 16 (H): 0.308, atom 17 (H): 0.431, atom 18 (H): 0.338, atom 19 (H): 0.326, atom 20 (H): 0.339, atom 21 (H): 0.352, atom 22 (H): 0.483, atom 23 (H): 0.425, atom 24 (H): 0.396

=====

4.
A molecular structure, C33H71Cl15P, computed with ωB97M-V with the def2-TZVPD basis set.

Results
Gap between HOMO and LUMO = 4.95 eV
HOMO level = -0.106 Eh

Structure (ORCA input):
```
! wB97M-V def2-TZVPD RIJCOSX def2/J DEFGRID3
* xyz -1 1
C 3.4534 0.7443 2.1892
C 2.0800 1.3848 2.0783
C 1.6118 1.5904 0.6395
C 0.2585 2.3277 0.5540
C -0.6848 1.7289 -0.5045
C -1.5384 2.7667 -1.2319
C -2.6774 3.3824 -0.3931
C -4.0642 2.8264 -0.7201
C -4.3656 1.4744 -0.0596
C -5.8546 1.2782 0.3014
C -6.0828 0.3340 1.4950
C -6.3683 -1.1220 1.0953
C -5.5246 -2.1502 1.8879
C -4.4697 -2.7978 0.9882
C -3.4080 -1.7557 0.5702
C -1.9671 -2.2359 0.5962
P -0.8247 -0.8877 -0.2153
C 0.6897 -2.1136 -0.2390
C 2.0361 -1.4153 -0.3341
C 3.1806 -2.3325 -0.7405
Cl 2.4836 -0.6978 1.2753
H 4.2297 1.3756 1.7511
H 3.7117 0.6404 3.2463
H 3.4977 -0.2435 1.7291
H 1.3337 0.7836 2.6066
H 2.0931 2.3664 2.5643
H 2.3634 2.2194 0.1483
H 1.5723 0.6400 0.1046
H 0.4480 3.3729 0.2912
H -0.2135 2.3161 1.5404
H -1.3062 0.9412 -0.0716
H -0.0533 1.2473 -1.2561
H -0.8903 3.5704 -1.5932
H -1.9749 2.2880 -2.1138
H -2.4708 3.3118 0.6789
H -2.7038 4.4564 -0.6108
H -4.8106 3.5571 -0.3925
H -4.1455 2.7548 -1.8081
H -4.1203 0.6919 -0.7836
H -3.7205 1.2870 0.8003
H -6.3859 0.9153 -0.5810
H -6.2598 2.2586 0.5690
H -6.9323 0.7137 2.0690
H -5.2130 0.3962 2.1516
H -7.4189 -1.3506 1.2923
H -6.2096 -1.2703 0.0253
H -5.0311 -1.6673 2.7341
H -6.1833 -2.9287 2.2867
H -4.9859 -3.1611 0.0920
H -4.0198 -3.6441 1.5111
H -3.5107 -0.8555 1.1846
H -3.5917 -1.4347 -0.4648
H -1.9023 -3.1783 0.0372
H -1.6115 -2.3640 1.6257
H -0.4185 -0.4510 1.1496
H -0.0152 0.1611 -0.8129
H -1.2861 -1.3730 -1.5373
H -1.9548 0.0840 -0.2115
H 0.7196 -2.7531 0.6492
H 0.5961 -2.7236 -1.1479
H 1.9918 -0.5860 -1.0434
H 4.1226 -1.7748 -0.7096
H 3.2843 -3.1678 -0.0484
H 3.0399 -2.6949 -1.7607
Cl 3.5946 2.8063 5.3300
C 4.5762 4.2848 5.2119
C 4.2113 5.1100 4.0050
Cl 4.6660 4.3133 2.4773
H 5.6223 3.9897 5.1900
H 4.3917 4.8588 6.1197
H 4.7429 6.0597 4.0408
H 3.1428 5.3079 3.9704
Cl -0.1947 1.5291 -2.8115
C -0.0862 1.1761 -4.5600
C -0.8748 -0.0457 -4.9469
Cl -0.1214 -1.5420 -4.3387
H 0.9623 1.0565 -4.8248
H -0.4788 2.0548 -5.0726
H -0.9129 -0.1437 -6.0288
H -1.8921 0.0043 -4.5648
Cl 5.3659 -4.3454 2.0418
C 4.8261 -6.0405 2.0993
C 4.9691 -6.7270 0.7645
Cl 3.8356 -6.0785 -0.4435
H 3.7929 -6.0496 2.4377
H 5.4443 -6.5491 2.8381
H 4.7489 -7.7883 0.8735
H 5.9772 -6.6181 0.3717
Cl -4.1666 -1.5150 -3.4395
C -4.4482 -3.2188 -3.8767
C -3.7483 -4.1713 -2.9425
Cl -1.9803 -4.1274 -3.1089
H -4.1233 -3.3611 -4.9049
H -5.5237 -3.3841 -3.8197
H -4.0637 -5.1905 -3.1653
H -3.9885 -3.9485 -1.9047
Cl 1.8328 1.8166 11.2417
C 1.5778 1.4110 9.5215
C 2.6364 2.0052 8.6302
Cl 2.5235 3.7820 8.5456
H 0.5861 1.7571 9.2428
H 1.6060 0.3258 9.4437
H 2.5116 1.6327 7.6161
H 3.6356 1.7514 8.9744
Cl -1.1019 1.5719 -7.8130
C -1.0340 1.2032 -9.5537
C -1.8249 -0.0343 -9.8922
Cl -1.0865 -1.5047 -9.2106
H 0.0120 1.0946 -9.8294
H -1.4484 2.0600 -10.0832
H -1.8599 -0.1618 -10.9732
H -2.8416 0.0332 -9.5132
Cl 7.8382 -0.1378 -1.2513
C 7.4987 1.5702 -0.8645
C 6.1950 1.7450 -0.1285
Cl 4.7864 1.3807 -1.1452
H 7.5009 2.1269 -1.7982
H 8.3201 1.9223 -0.2420
H 6.0985 2.7818 0.1920
H 6.1436 1.1037 0.7486
*
```

Atomic partial charges in e from the Mulliken method, atoms 1 to 99: atom 1 (C): 0.064, atom 2 (C): -0.819, atom 3 (C): 0.727, atom 4 (C): -1.009, atom 5 (C): 2.094, atom 6 (C): -1.402, atom 7 (C): -1.135, atom 8 (C): -1.061, atom 9 (C): 0.573, atom 10 (C): -0.934, atom 11 (C): -1.024, atom 12 (C): -0.630, atom 13 (C): -1.282, atom 14 (C): -0.993, atom 15 (C): 1.488, atom 16 (C): -1.752, atom 17 (P): 2.755, atom 18 (C): -1.224, atom 19 (C): 1.336, atom 20 (C): -1.412, atom 21 (Cl): -0.113, atom 22 (H): -0.568, atom 23 (H): 0.196, atom 24 (H): 0.083, atom 25 (H): 0.058, atom 26 (H): 0.547, atom 27 (H): 0.469, atom 28 (H): -1.134, atom 29 (H): 0.289, atom 30 (H): 0.356, atom 31 (H): -1.156, atom 32 (H): -0.191, atom 33 (H): 0.611, atom 34 (H): 0.395, atom 35 (H): 0.443, atom 36 (H): 0.369, atom 37 (H): 0.466, atom 38 (H): 0.276, atom 39 (H): -0.433, atom 40 (H): 0.376, atom 41 (H): 0.365, atom 42 (H): 0.411, atom 43 (H): 0.493, atom 44 (H): 0.530, atom 45 (H): 0.538, atom 46 (H): 0.349, atom 47 (H): 0.480, atom 48 (H): 0.452, atom 49 (H): 0.175, atom 50 (H): 0.494, atom 51 (H): -0.081, atom 52 (H): -0.365, atom 53 (H): 0.329, atom 54 (H): 0.405, atom 55 (H): -0.787, atom 56 (H): -1.409, atom 57 (H): -0.317, atom 58 (H): -0.536, atom 59 (H): 0.352, atom 60 (H): 0.304, atom 61 (H): 0.183, atom 62 (H): 0.358, atom 63 (H): 0.033, atom 64 (H): 0.449, atom 65 (Cl): -0.128, atom 66 (C): -0.432, atom 67 (C): -0.630, atom 68 (Cl): -0.099, atom 69 (H): 0.306, atom 70 (H): 0.267, atom 71 (H): 0.363, atom 72 (H): 0.342, atom 73 (Cl): 0.181, atom 74 (C): -0.770, atom 75 (C): 0.172, atom 76 (Cl): -0.165, atom 77 (H): 0.359, atom 78 (H): 0.248, atom 79 (H): -0.086, atom 80 (H): 0.214, atom 81 (Cl): -0.156, atom 82 (C): -0.524, atom 83 (C): -0.447, atom 84 (Cl): -0.147, atom 85 (H): 0.318, atom 86 (H): 0.346, atom 87 (H): 0.294, atom 88 (H): 0.304, atom 89 (Cl): -0.098, atom 90 (C): -0.605, atom 91 (C): 0.006, atom 92 (Cl): -0.136, atom 93 (H): 0.352, atom 94 (H): 0.316, atom 95 (H): 0.408, atom 96 (H): -0.269, atom 97 (Cl): -0.200, atom 98 (C): -0.463, atom 99 (C): -0.309

=====

5.
C14H17N3O4 in the gas phase, computed with ωB97M-V with the def2-TZVPD basis set.

Results
Gap between HOMO and LUMO = 7.76 eV
Energy relative to the best compared isomer or geometry (same formula, charge and spin) = 36.48 kcal per mole
HOMO level = -0.276 Eh

Structure (ORCA input):
```
! wB97M-V def2-TZVPD RIJCOSX def2/J DEFGRID3
* xyz 0 1
C -0.5799 0.6743 -0.9443
C -0.8626 -0.6000 -0.1686
C 0.7853 0.6570 -1.6560
C 2.0106 0.8542 -0.7759
C 2.5144 2.0903 -0.4072
C 2.9374 -0.1367 -0.2311
C 3.9319 0.5966 0.4676
C 3.0586 -1.5507 -0.3371
C 4.9617 -0.0429 1.1425
C 4.1421 -2.1621 0.2957
C 5.0432 -1.4148 1.0634
C -3.4574 -0.2049 -0.1380
C -3.9347 0.5300 1.0889
C -4.4942 -1.1780 -0.6682
H -1.6635 1.9360 0.2990
H -0.1200 1.7179 0.8468
H -1.3743 0.7544 -1.7196
H 0.8387 -0.3615 -2.0733
H 0.7994 1.3807 -2.4501
H 2.0679 3.0792 -0.6175
H 4.2063 2.7093 0.6875
H 2.3392 -2.1536 -0.8668
H 5.7652 0.4756 1.6652
H 4.2053 -3.2227 0.2372
H 5.8679 -1.9223 1.5534
H -2.2479 -1.7463 0.6480
H -3.2568 0.5234 -0.8931
H -4.2076 -1.5138 -1.6606
H -4.5724 -2.0199 0.0245
H -6.0809 -0.4315 0.0876
H -5.2184 0.2748 2.4877
N -0.6996 1.8488 -0.0341
N 3.6328 1.9244 0.3575
N -2.1802 -0.8545 0.1839
O 0.0165 -1.3883 0.1714
O -3.5929 1.6494 1.4364
O -5.7251 -0.5319 -0.8377
O -4.8555 -0.2397 1.7350
*
```

Population analysis type Mulliken, resulting atomic charges in e: atom 1 (C): 0.217, atom 2 (C): 0.154, atom 3 (C): -1.250, atom 4 (C): 0.379, atom 5 (C): -0.441, atom 6 (C): 0.906, atom 7 (C): -0.499, atom 8 (C): -0.251, atom 9 (C): -0.757, atom 10 (C): -0.871, atom 11 (C): -0.434, atom 12 (C): 0.521, atom 13 (C): 0.267, atom 14 (C): -0.997, atom 15 (H): 0.290, atom 16 (H): 0.315, atom 17 (H): 0.375, atom 18 (H): 0.354, atom 19 (H): 0.490, atom 20 (H): 0.400, atom 21 (H): 0.220, atom 22 (H): 0.391, atom 23 (H): 0.331, atom 24 (H): 0.403, atom 25 (H): 0.361, atom 26 (H): 0.293, atom 27 (H): 0.311, atom 28 (H): 0.419, atom 29 (H): 0.338, atom 30 (H): 0.369, atom 31 (H): 0.376, atom 32 (N): -0.592, atom 33 (N): -0.004, atom 34 (N): -0.092, atom 35 (O): -0.650, atom 36 (O): -0.596, atom 37 (O): -0.570, atom 38 (O): -0.477

=====

The highest gap between HOMO and LUMO belongs to which entry? C6H16N2

=====

Among the records above, which one has the highest HOMO level? C33H71Cl15P

=====

Which of these has the highest HOMO level? C33H71Cl15P

=====

Which formula does entry 2 have? C40H41IrN9O6